(1)
C21H50AlBrN3O6 as an isolated structure in a non-equilibrium geometry. Source: the Open Molecules 2025 dataset; level of theory: ωB97M-V with the def2-TZVPD basis set.

XYZ file:
```
82
C21H50AlBrN3O6, DFT ωB97M-V with the def2-TZVPD basis set
C 1.18 -3.15 -7.18
C 0.07 -2.28 -6.98
C -1.35 -1.41 -6.81
Al -2.91 -2.69 -6.30
Br -4.35 -3.03 -8.23
H 1.78 -4.18 -7.22
H -1.65 -0.85 -7.82
H -1.12 -0.63 -5.94
H -3.65 -2.02 -5.07
H -2.21 -4.10 -5.92
C 1.14 -2.87 0.48
O -0.18 -2.45 0.15
C -0.56 -1.24 0.81
C -0.67 -0.08 -0.19
N 0.66 0.32 -0.68
C 0.61 1.23 -1.83
C -0.02 0.69 -3.13
O 0.74 -0.34 -3.76
C 0.49 -1.64 -3.25
H 1.28 -3.88 0.08
H 1.88 -2.22 0.03
H 1.28 -2.91 1.57
H 0.10 -0.99 1.65
H -1.56 -1.42 1.23
H -1.15 0.78 0.29
H -1.31 -0.41 -1.02
H 1.18 -0.51 -0.95
H 1.65 1.51 -2.05
H 0.10 2.15 -1.54
H -0.03 1.52 -3.85
H -1.06 0.40 -3.01
H -0.54 -1.77 -2.91
H 1.19 -1.87 -2.44
H 0.68 -2.37 -4.05
C -5.85 3.48 3.37
O -5.49 2.62 4.44
C -6.53 1.70 4.80
C -6.14 0.26 4.41
N -6.16 0.08 2.95
C -5.54 -1.18 2.51
C -4.04 -1.38 2.81
O -3.18 -0.50 2.08
C -3.01 0.78 2.68
H -5.08 4.25 3.28
H -5.89 2.93 2.42
H -6.81 3.97 3.56
H -7.50 1.98 4.38
H -6.62 1.75 5.89
H -6.85 -0.44 4.87
H -5.15 0.06 4.82
H -5.66 0.85 2.52
H -5.68 -1.22 1.42
H -6.11 -2.01 2.93
H -3.78 -2.39 2.47
H -3.82 -1.35 3.88
H -3.04 0.74 3.77
H -3.75 1.48 2.29
H -2.02 1.16 2.38
C 5.48 2.90 -1.52
O 6.50 2.03 -1.06
C 7.12 2.47 0.16
C 6.74 1.54 1.32
N 5.34 1.69 1.70
C 4.85 0.65 2.61
C 4.85 -0.80 2.10
O 3.91 -1.04 1.05
C 4.38 -0.71 -0.25
H 5.19 2.59 -2.53
H 4.59 2.83 -0.88
H 5.83 3.94 -1.56
H 6.89 3.51 0.38
H 8.20 2.40 -0.01
H 7.38 1.77 2.18
H 6.96 0.51 1.01
H 4.76 1.67 0.86
H 3.82 0.92 2.86
H 5.42 0.70 3.54
H 4.52 -1.44 2.93
H 5.85 -1.16 1.82
H 5.46 -0.87 -0.36
H 4.12 0.32 -0.50
H 3.87 -1.36 -0.98
```

Energy, a.u.: -4262.0678
Highest occupied orbital energy, eV: -4.92
Largest force on an atom, eV/A: 9.2
Frontier orbital gap, eV: 7.0154
Total charge: -1
Lowest unoccupied orbital energy, eV: 2.09

---

(2)
A 3-piece molecular cluster, C21H50FN5O9P3 overall in a non-equilibrium geometry. Source: the Open Molecules 2025 dataset; level of theory: ωB97M-V with the def2-TZVPD basis set.

XYZ file:
```
89
C21H50FN5O9P3, DFT ωB97M-V with the def2-TZVPD basis set
C 5.40 -3.61 -0.31
N 5.70 -2.17 0.00
C 6.16 -1.53 -1.28
C 4.51 -1.52 0.54
O 3.67 -2.20 1.18
C 4.25 0.07 0.41
C 2.98 0.27 -0.53
C 1.55 0.61 0.15
N 0.62 0.24 -0.98
C 1.13 -1.09 -1.35
N 0.45 -2.17 -1.68
C -1.06 -2.02 -1.72
C -1.55 -1.97 -0.18
F -2.84 -2.60 -0.04
P 1.15 -3.76 -2.06
N 2.46 -3.74 -2.96
N 2.59 -0.99 -1.28
H 5.14 -4.17 0.65
H 6.37 -4.10 -0.69
H 4.57 -3.73 -1.09
H 6.83 -0.66 -1.01
H 6.80 -2.27 -1.87
H 5.32 -1.19 -1.97
H 4.11 0.44 1.47
H 5.18 0.60 0.00
H 3.11 1.16 -1.25
H 1.37 1.68 0.49
H 1.50 -0.09 1.05
H 0.74 1.00 -1.66
H -1.52 -2.96 -2.17
H -1.37 -1.07 -2.28
H -1.57 -0.88 0.13
H -0.82 -2.55 0.49
H 1.35 -4.43 -0.79
H 0.14 -4.50 -2.78
H 2.71 -2.75 -3.14
H 2.88 -0.71 -2.23
O -2.53 2.03 -4.68
P -4.01 2.38 -4.84
O -4.63 1.03 -4.11
C -4.63 0.98 -2.69
C -5.68 1.89 -2.09
O -4.15 1.86 -6.41
C -3.01 1.85 -7.27
C -2.36 0.48 -7.29
O -5.62 2.94 -5.00
C -5.77 4.33 -5.30
C -5.24 4.69 -6.68
H -3.63 1.22 -2.30
H -4.85 -0.06 -2.41
H -5.43 2.94 -2.28
H -5.75 1.75 -1.01
H -6.66 1.71 -2.54
H -2.30 2.63 -6.98
H -3.35 2.11 -8.28
H -2.22 0.08 -6.28
H -1.39 0.52 -7.80
H -3.00 -0.23 -7.82
H -5.28 4.92 -4.53
H -6.84 4.55 -5.26
H -4.15 4.61 -6.71
H -5.50 5.72 -6.94
H -5.64 4.02 -7.44
O 0.05 -0.38 4.66
P 0.51 0.00 6.08
O 1.03 1.53 5.73
C 0.05 2.56 5.60
C -0.53 2.96 6.94
O 1.98 -0.76 6.00
C 2.17 -1.88 5.14
C 2.76 -1.44 3.81
O 0.88 0.32 7.72
C 0.32 -0.58 8.68
C 0.88 -1.99 8.56
H -0.74 2.24 4.91
H 0.56 3.42 5.15
H -1.12 2.14 7.37
H -1.18 3.83 6.84
H 0.26 3.19 7.65
H 1.23 -2.42 5.00
H 2.86 -2.57 5.63
H 2.24 -0.58 3.39
H 2.74 -2.26 3.09
H 3.81 -1.13 3.95
H -0.77 -0.59 8.57
H 0.55 -0.18 9.67
H 0.54 -2.46 7.63
H 0.54 -2.61 9.39
H 1.97 -1.97 8.54
```

Energy, a.u.: -2904.5925
Highest occupied orbital energy, eV: -11.78
Largest force on an atom, eV/A: 9.3
Frontier orbital gap, eV: 7.3075
Energy above the lowest of the compared OMol25 structures with the same formula, charge and spin, kcal per mole: 182.1
Total charge: +1
Lowest unoccupied orbital energy, eV: -4.47

---

(3)
A 6-piece molecular cluster, C21H51BF4NO14P3 overall in a non-equilibrium geometry. Source: the Open Molecules 2025 dataset; level of theory: ωB97M-V with the def2-TZVPD basis set.

XYZ file:
```
95
C21H51BF4NO14P3, DFT ωB97M-V with the def2-TZVPD basis set
C 2.50 3.60 3.26
C 2.03 3.25 1.86
C 0.55 3.48 1.65
C 0.15 4.96 1.50
C 0.78 5.46 0.25
C 2.27 5.37 0.21
N 2.77 4.17 0.85
O 3.84 3.61 0.36
C 2.96 6.56 1.02
C 2.76 5.44 -1.26
C 2.36 1.79 1.60
H 2.15 4.64 3.44
H 3.55 3.57 3.18
H 2.19 3.14 4.05
H 0.05 2.94 2.51
H 0.49 2.98 0.58
H 0.42 5.67 2.23
H -0.86 5.06 1.27
H 0.18 6.43 -0.10
H 0.49 5.01 -0.85
H 2.72 7.56 0.93
H 3.91 6.35 0.81
H 2.72 6.40 2.21
H 3.97 5.51 -1.37
H 2.31 6.38 -1.73
H 2.54 4.65 -1.97
H 1.69 1.07 2.20
H 3.50 1.56 1.65
H 2.19 1.75 0.59
B -0.70 -0.63 1.57
F 0.69 -1.11 1.51
F -1.18 -0.67 2.76
F -0.56 0.73 1.15
F -1.52 -1.25 0.70
C -3.59 -3.79 4.71
C -4.65 -2.73 4.45
O -5.67 -2.69 5.15
C -4.35 -1.59 3.49
H -4.08 -4.65 5.35
H -2.66 -3.35 5.01
H -3.39 -4.37 3.75
H -3.58 -0.89 3.66
H -5.02 -1.09 3.09
H -3.95 -2.16 2.54
C -2.82 0.69 -5.46
O -2.78 -0.69 -4.93
P -1.41 -1.47 -4.78
O -0.33 -0.58 -4.70
O -1.45 -2.47 -3.43
C -2.04 -2.13 -2.20
O -1.22 -2.42 -6.09
C -0.05 -3.07 -6.18
H -3.78 1.34 -5.40
H -2.73 0.66 -6.45
H -2.07 1.29 -5.08
H -2.94 -1.58 -2.42
H -1.38 -1.41 -1.71
H -2.13 -3.03 -1.51
H -0.21 -4.10 -6.63
H 0.37 -3.05 -5.25
H 0.60 -2.63 -6.89
C 1.36 -0.53 -1.69
O 1.74 0.58 -2.67
P 0.63 1.84 -2.77
O 1.02 2.75 -1.83
O 0.99 2.51 -4.16
C 1.96 2.01 -5.20
O -0.89 1.30 -2.56
C -1.86 1.89 -1.68
H 0.49 -0.34 -1.08
H 2.25 -0.67 -0.91
H 1.47 -1.51 -2.08
H 1.97 2.49 -6.17
H 1.87 1.04 -5.03
H 3.09 2.14 -4.72
H -2.67 2.21 -2.24
H -1.36 2.63 -1.18
H -1.92 1.16 -0.93
C 0.71 -3.82 4.25
O 0.94 -5.17 4.02
P 0.36 -5.89 2.68
O -1.23 -5.96 2.85
O 0.75 -5.05 1.38
C -0.16 -4.17 0.79
O 1.02 -7.34 2.71
C 0.27 -8.49 3.05
H -0.46 -3.78 4.27
H 1.07 -3.25 3.51
H 1.10 -3.76 5.21
H -0.55 -3.55 1.70
H -1.06 -4.68 0.38
H 0.11 -3.77 0.00
H -0.38 -8.51 2.36
H -0.22 -8.35 3.97
H 0.95 -9.39 3.03
```

Energy, a.u.: -3387.1786
Highest occupied orbital energy, eV: -8.62
Largest force on an atom, eV/A: 10.8
Frontier orbital gap, eV: 4.6541
Energy above the lowest of the compared OMol25 structures with the same formula, charge and spin, kcal per mole: 24.9
Total charge: 0
Lowest unoccupied orbital energy, eV: -3.97